Entry 1:
A single C18H20N2O7S molecule, computed with ωB97M-V/def2-TZVPD.

Computed properties:
Frontier orbital gap ... 7.39 eV
LUMO energy ... -0.962 eV
2S+1 ... 1
Charge ... 0
F_max ... 0.92 eV Å⁻¹
Relative energy (zero: lowest compared OMol25 entry of this formula, charge and spin) ... 30.6 kJ/mol

The geometry in XYZ format:
```
48
Properties=species:S:1:pos:R:3:forces:R:3
C -0.186 3.393 0.286 -0.36 -0.09 0.15
C -1.327 3.405 1.292 0.52 -0.01 0.17
O -2.543 2.924 0.709 -0.17 0.36 -0.12
C -2.693 1.606 0.615 -0.17 -0.17 -0.08
O -1.889 0.804 1.019 0.06 0.09 0.09
C -3.994 1.271 -0.074 -0.15 -0.42 0.20
S -4.983 0.036 0.837 0.15 0.06 -0.02
C -3.916 -1.442 0.763 -0.09 0.47 -0.38
C -3.803 -2.062 -0.625 -0.46 -0.58 0.54
O -3.031 -1.296 -1.532 0.40 0.13 -0.21
C -1.718 -1.041 -1.341 0.30 0.17 -0.12
C -1.223 0.010 -2.122 -0.24 -0.24 0.11
C 0.075 0.437 -2.024 0.29 -0.13 0.22
C 0.965 -0.188 -1.131 -0.64 -0.24 -0.10
C 2.279 0.358 -1.046 0.74 0.04 0.19
C 3.458 0.047 -0.416 -0.56 0.22 -0.33
C 3.781 -1.129 0.393 0.05 -0.06 0.05
O 3.047 -2.059 0.660 -0.11 -0.10 0.03
N 5.076 -1.175 0.886 0.02 -0.43 0.26
C 6.098 -0.274 0.710 -0.17 0.06 -0.10
O 7.194 -0.419 1.187 0.24 -0.04 0.11
N 5.746 0.806 -0.063 0.30 0.36 -0.12
C 4.519 1.052 -0.649 0.02 0.15 -0.07
O 4.369 2.060 -1.305 0.09 0.11 -0.05
C 0.481 -1.269 -0.381 -0.15 -0.09 0.06
C -0.823 -1.713 -0.477 -0.06 0.02 -0.14
O -1.292 -2.786 0.225 -0.17 0.22 -0.28
C -0.447 -3.382 1.186 0.12 -0.11 0.15
H 0.029 2.371 -0.020 0.04 -0.04 -0.01
H 0.704 3.819 0.739 0.13 0.06 0.03
H -0.452 3.977 -0.591 0.02 0.08 -0.09
H -1.558 4.420 1.620 0.00 -0.14 -0.01
H -1.079 2.779 2.155 -0.08 0.15 -0.08
H -3.796 0.871 -1.068 0.08 0.19 0.01
H -4.614 2.162 -0.147 0.02 -0.05 -0.05
H -2.941 -1.160 1.154 -0.06 -0.20 0.05
H -4.389 -2.152 1.439 0.01 -0.07 0.03
H -3.399 -3.075 -0.533 -0.08 0.17 -0.10
H -4.790 -2.109 -1.096 0.16 -0.01 0.09
H -1.913 0.490 -2.800 -0.09 0.03 -0.06
H 0.413 1.264 -2.630 0.05 0.10 -0.05
H 2.383 1.275 -1.625 0.04 -0.07 0.06
H 5.299 -1.994 1.442 -0.02 0.18 -0.12
H 6.467 1.500 -0.225 -0.13 -0.15 0.05
H 1.163 -1.762 0.286 0.00 -0.05 0.03
H -0.152 -2.663 1.954 0.02 0.00 -0.02
H 0.447 -3.811 0.726 -0.01 0.03 0.01
H -1.041 -4.175 1.637 0.09 0.04 0.00
```
Positions in Å, forces in eV/Å.

Entry 2:
A single C18H20N4O3S molecule in a non-equilibrium geometry, computed with ωB97M-V/def2-TZVPD.

Computed properties:
Frontier orbital gap ... 8.62 eV
LUMO energy ... 0.501 eV
2S+1 ... 1
Charge ... 0
F_max ... 1.44 eV Å⁻¹
Relative energy (zero: lowest compared OMol25 entry of this formula, charge and spin) ... 244.2 kJ/mol

The geometry in XYZ format:
```
46
Properties=species:S:1:pos:R:3:forces:R:3
C -2.478 1.503 1.656 -0.02 0.00 0.04
O -3.148 0.896 0.577 -0.30 0.00 0.00
C -2.341 0.078 -0.226 0.08 -0.04 -0.11
C -2.071 -1.316 0.394 -0.60 0.39 -0.08
N -0.677 -1.658 0.354 0.96 -0.35 -0.06
C 0.226 -1.622 1.379 -0.04 0.01 -0.07
S -0.193 -1.208 3.016 -0.19 -0.15 0.49
C 1.485 -0.958 3.658 -0.07 -0.19 -0.25
C 2.232 0.213 3.021 -0.31 -0.19 0.27
O 3.440 0.229 2.993 0.45 -0.08 -0.04
N 1.448 1.211 2.571 -0.32 0.42 -0.01
C 1.950 2.286 1.737 0.14 0.00 0.01
C 1.492 2.078 0.316 -0.02 0.13 0.01
C 0.525 2.894 -0.257 0.11 0.01 0.03
C 0.063 2.640 -1.538 -0.07 0.03 -0.10
C 0.563 1.566 -2.255 -0.06 0.07 -0.09
C 1.535 0.754 -1.693 0.04 -0.02 0.02
C 1.996 1.008 -0.414 -0.01 0.04 -0.01
N 1.421 -1.946 0.964 0.00 0.19 1.08
N 1.338 -2.198 -0.343 -0.14 -0.26 -1.41
C 0.094 -2.026 -0.724 -0.04 0.11 0.86
C -0.354 -2.196 -2.072 0.76 -0.41 -1.10
C 0.373 -2.570 -3.175 -0.34 0.23 0.84
C -0.531 -2.566 -4.257 -0.63 0.18 0.09
C -1.735 -2.193 -3.742 0.30 -0.23 -0.87
O -1.642 -1.967 -2.421 -0.07 0.12 0.53
H -1.619 2.085 1.300 -0.01 -0.02 0.03
H -3.199 2.169 2.126 0.07 0.03 0.07
H -2.135 0.769 2.395 -0.01 0.07 -0.02
H -1.380 0.572 -0.436 -0.07 -0.10 0.01
H -2.883 -0.032 -1.167 0.12 -0.02 0.06
H -2.637 -2.083 -0.137 0.04 0.06 0.17
H -2.387 -1.314 1.440 -0.02 -0.02 -0.13
H 1.372 -0.788 4.730 -0.01 -0.02 -0.04
H 2.057 -1.869 3.489 0.06 0.17 0.06
H 0.445 1.090 2.601 0.17 -0.13 -0.04
H 1.595 3.244 2.128 0.11 -0.04 -0.08
H 3.040 2.245 1.804 -0.13 0.11 0.03
H 0.136 3.737 0.298 -0.03 0.07 0.07
H -0.692 3.279 -1.973 -0.07 0.05 -0.05
H 0.198 1.363 -3.251 -0.03 -0.02 -0.10
H 1.933 -0.084 -2.245 0.03 -0.09 -0.05
H 2.744 0.366 0.028 0.09 -0.10 0.07
H 1.414 -2.816 -3.182 0.25 -0.05 0.06
H -0.316 -2.807 -5.278 -0.03 -0.04 -0.23
H -2.699 -2.058 -4.192 -0.16 0.04 0.04
```
Positions in Å, forces in eV/Å.

Entry 3:
A molecular structure, C18H20N4O7RuS2 in a non-equilibrium geometry, computed with ωB97M-V/def2-TZVPD.

Computed properties:
Frontier orbital gap (alpha / beta) ... 6.41 / 5.91 eV
LUMO energy (alpha / beta) ... 2.529 / 2.027 eV
2S+1 ... 6
Charge ... -1
F_max ... 1.28 eV Å⁻¹
Relative energy (zero: lowest compared OMol25 entry of this formula, charge and spin) ... 195.1 kJ/mol

The geometry in XYZ format:
```
52
Properties=species:S:1:pos:R:3:forces:R:3
Ru 0.563 0.842 -0.156 0.51 -0.46 0.58
O -2.530 4.307 -0.198 0.03 0.09 0.07
C -1.325 3.749 -0.422 0.13 -0.04 -0.28
O -1.159 2.790 -1.124 -0.43 0.10 0.26
C -0.236 4.494 0.293 0.31 -0.12 -0.04
O 0.963 3.797 0.273 0.48 -0.11 0.03
C 1.869 4.063 -0.813 -0.40 -0.12 0.63
C 1.554 3.276 -2.068 -0.42 -0.82 -0.88
O 1.551 3.909 -3.132 0.05 -0.55 0.50
O 1.366 2.002 -1.916 0.01 1.08 0.24
H -3.156 3.748 -0.668 -0.33 -0.15 -0.20
H -0.542 4.617 1.330 -0.01 0.05 0.15
H -0.147 5.481 -0.163 -0.03 0.22 -0.06
H 2.841 3.736 -0.457 0.15 0.02 0.13
H 1.890 5.126 -1.034 -0.04 0.19 -0.04
S 0.853 -1.510 1.218 -0.04 -0.04 -0.20
C 1.660 -1.083 2.693 0.14 -0.41 0.14
C 2.416 -2.031 3.416 -0.11 0.12 -0.07
C 3.004 -1.713 4.631 -0.10 0.09 -0.12
C 2.853 -0.426 5.157 -0.03 -0.05 -0.01
C 2.133 0.519 4.444 -0.04 0.10 -0.08
C 1.553 0.214 3.202 0.11 0.06 0.38
S 0.730 1.461 2.297 0.13 0.34 -0.72
H 2.523 -3.027 2.991 0.00 0.15 0.08
H 3.582 -2.458 5.168 -0.06 0.04 -0.05
H 3.304 -0.165 6.112 -0.07 -0.02 -0.16
H 2.020 1.530 4.832 0.03 -0.13 -0.05
C -3.855 -2.439 -0.074 0.15 0.35 0.31
N -3.527 -1.255 0.730 0.42 0.30 -0.03
C -4.106 -1.159 2.073 0.20 -0.06 -0.30
C -2.497 -0.457 0.432 -0.65 -0.26 0.18
N -1.675 0.328 0.231 -0.28 -0.28 -0.26
H -4.910 -2.414 -0.351 -0.03 0.05 0.01
H -3.665 -3.342 0.507 0.04 -0.04 0.04
H -3.241 -2.452 -0.964 0.17 0.08 -0.22
H -5.194 -1.135 2.004 -0.05 0.00 -0.05
H -3.762 -0.251 2.559 0.04 0.05 -0.02
H -3.809 -2.013 2.683 0.05 -0.07 0.04
C -0.540 -3.282 -4.407 0.25 0.17 0.02
N 0.305 -2.478 -3.533 0.32 -0.20 -0.16
C 1.669 -2.420 -3.722 -0.53 -0.14 -0.11
C 2.463 -1.687 -2.939 0.10 0.11 0.19
C 1.828 -0.935 -1.876 -0.23 -0.01 0.14
O 2.465 -0.250 -1.056 0.17 0.17 -0.04
N 0.474 -0.959 -1.746 0.08 0.00 -0.19
C -0.317 -1.730 -2.522 -0.55 0.27 0.02
O -1.550 -1.812 -2.425 0.44 0.04 0.15
H 0.053 -4.092 -4.825 0.06 -0.04 -0.03
H -0.960 -2.688 -5.221 0.02 0.05 0.02
H -1.363 -3.688 -3.835 -0.07 -0.05 0.12
H 2.049 -3.007 -4.546 -0.02 -0.06 -0.07
H 3.532 -1.630 -3.082 -0.08 -0.02 0.02
```
Positions in Å, forces in eV/Å.

Entry 4:
A single C18H20N4S molecule, computed with ωB97M-V/def2-TZVPD.

Computed properties:
Frontier orbital gap ... 8.07 eV
LUMO energy ... 0.171 eV
2S+1 ... 1
Charge ... 0
F_max ... 0.88 eV Å⁻¹
Relative energy (zero: lowest compared OMol25 entry of this formula, charge and spin) ... 0.0 kJ/mol

The geometry in XYZ format:
```
43
Properties=species:S:1:pos:R:3:forces:R:3
C 1.617 1.768 -2.965 0.08 -0.18 0.23
C 1.677 0.581 -2.009 -0.04 0.29 -0.18
N 1.212 -0.633 -2.665 0.12 -0.04 0.07
C -0.230 -0.727 -2.826 -0.15 -0.18 -0.17
C -0.901 -1.725 -1.847 -0.11 0.17 -0.38
N -0.218 -1.707 -0.573 0.01 -0.07 0.13
C -0.582 -0.841 0.414 0.23 0.24 0.40
N 0.378 -0.206 1.062 -0.12 -0.27 -0.22
C 0.036 0.761 1.929 -0.82 -0.15 -0.26
C 1.124 1.448 2.582 0.48 0.51 0.48
C 2.471 1.252 2.436 -0.47 -0.09 -0.09
C 3.235 2.116 3.240 0.12 0.20 0.19
C 2.460 2.955 3.982 -0.38 -0.03 -0.03
S 0.782 2.708 3.716 0.47 -0.22 -0.18
N -1.183 1.168 2.191 0.39 0.35 0.37
C -2.194 0.447 1.665 0.01 -0.50 -0.45
C -3.515 0.759 2.038 -0.18 -0.08 -0.06
C -4.552 -0.033 1.624 0.09 0.21 0.13
C -4.305 -1.176 0.855 0.10 -0.27 -0.22
C -3.032 -1.480 0.445 -0.21 -0.11 -0.01
C -1.957 -0.646 0.788 -0.03 0.51 0.32
C 1.177 -2.114 -0.676 0.38 -0.22 0.01
C 1.732 -1.851 -2.089 -0.11 -0.05 0.08
H 2.163 1.536 -3.875 0.06 0.00 -0.10
H 0.592 2.012 -3.233 -0.11 0.06 -0.04
H 2.064 2.641 -2.495 0.00 0.16 0.02
H 2.720 0.416 -1.729 -0.02 -0.01 0.08
H 1.120 0.814 -1.089 0.12 -0.06 -0.02
H -0.450 -1.047 -3.852 -0.18 0.07 0.06
H -0.669 0.262 -2.680 -0.02 -0.01 -0.03
H -1.944 -1.440 -1.731 0.07 -0.13 -0.05
H -0.856 -2.743 -2.245 -0.10 0.07 0.00
H 2.880 0.513 1.773 0.03 -0.15 -0.14
H 4.310 2.117 3.267 0.17 0.03 0.03
H 2.780 3.708 4.674 0.11 0.15 0.14
H -3.668 1.612 2.680 -0.01 0.10 0.06
H -5.565 0.201 1.917 -0.06 0.03 0.05
H -5.125 -1.829 0.592 -0.04 -0.06 -0.02
H -2.849 -2.394 -0.101 0.00 -0.02 -0.08
H 1.739 -1.554 0.070 -0.01 -0.16 -0.15
H 1.240 -3.184 -0.444 0.10 0.05 0.01
H 1.464 -2.670 -2.763 0.10 -0.05 0.04
H 2.821 -1.794 -2.051 -0.03 -0.09 -0.01
```
Positions in Å, forces in eV/Å.

Q: What is the formula in the second record?
A: C18H20N4O3S